Model A:
18
Properties=species:S:1:pos:R:3 method="wB97M-V/def2-TZVPD" homo_ev=-2.28 lumo_ha=0.0375 total_charge=-1 orbital_gap_ev=3.31
C -2.258 -1.255 0.125
N -2.440 0.121 0.582
C 1.089 -0.011 0.336
C 2.356 -0.322 0.064
S 4.417 -2.213 0.924
C 0.802 1.342 -0.211
N -0.424 1.583 -1.052
H -1.308 -1.392 -0.383
H -3.051 -1.548 -0.552
H -2.327 -1.980 0.942
H -1.796 0.718 0.038
H 0.512 -0.498 1.115
H 2.961 0.011 -0.762
H 2.935 -1.031 0.757
H 1.186 2.107 0.464
H 1.099 1.360 -1.314
H -0.397 2.531 -1.418
H -3.357 0.475 0.344

---

Model B:
18
Properties=species:S:1:pos:R:3 method="wB97M-V/def2-TZVPD" homo_ev=-2.69 lumo_ha=0.1356 total_charge=-1 orbital_gap_ev=6.38
N 0.521 -2.976 1.610
C 1.025 -2.108 0.802
C -1.545 2.470 0.368
S -0.241 3.077 -0.752
C 0.524 -0.735 0.563
N 1.089 0.022 -0.520
C 0.283 -0.160 -1.741
H 0.808 -2.879 2.577
H -1.148 1.842 1.170
H 1.867 -2.380 0.133
H -2.320 1.897 -0.145
H -2.064 3.289 0.873
H 0.128 -0.250 1.456
H -0.191 -1.488 0.034
H 1.011 1.018 -0.266
H 0.396 -1.195 -2.087
H 0.640 0.521 -2.502
H -0.784 0.034 -1.573

---

Model C:
18
Properties=species:S:1:pos:R:3 method="wB97M-V/def2-TZVPD" homo_ev=-2.41 lumo_ha=0.1361 total_charge=-1 smiles=NCNCCC[S-] orbital_gap_ev=6.11
N -0.756 1.892 0.630
C 0.616 1.406 0.693
N 1.147 0.951 -0.590
C 0.999 -0.501 -0.876
C -0.450 -0.996 -0.810
C -0.927 -1.516 0.550
S -2.632 -1.064 0.934
H -0.842 2.296 -0.301
H -1.367 1.063 0.597
H 0.601 0.649 1.456
H 1.266 2.212 1.016
H 2.151 1.102 -0.546
H 1.577 -1.067 -0.142
H 1.359 -0.635 -1.883
H -1.155 -0.272 -1.221
H -0.493 -1.836 -1.496
H -0.299 -1.103 1.333
H -0.796 -2.582 0.655

---

It turns out model C is the most stable, with the second structure 3.009 eV higher.